150
Properties=species:S:1:pos:R:3:mulliken_charge:R:1 method="wB97M-V/def2-TZVPD" orbital_gap_ev=10.361 smiles="CCOS(C)(=O)=O.CCOS(C)(=O)=O.CCOS(C)(=O)=O.CCOS(C)(=O)=O.CCOS(C)(=O)=O.CCOS(C)(=O)=O.CCOS(C)(=O)=O.CCOS(C)(=O)=O.CCOS(C)(=O)=O.CCOS(C)(=O)=O"
C 1.425 -2.617 1.921 -0.5288
C 1.483 -4.110 1.939 0.2350
O 2.703 -4.530 2.499 -0.3290
S 2.728 -5.825 3.542 1.0415
C 1.668 -5.238 4.920 -0.9069
O 2.051 -6.901 2.861 -0.5494
O 4.093 -6.010 4.057 -0.5991
H 0.648 -2.216 2.571 0.1777
H 1.172 -2.307 0.907 -0.2007
H 2.336 -2.049 2.107 0.4017
H 0.577 -4.620 2.265 0.5131
H 1.657 -4.476 0.927 -0.3361
H 0.785 -4.875 4.394 0.3067
H 2.198 -4.483 5.501 0.3143
H 1.523 -6.076 5.602 0.3880
C 0.004 -1.080 -1.674 -1.0941
C -0.179 -0.267 -0.382 -0.2196
O 1.105 0.227 0.106 -0.3619
S 1.090 1.088 1.511 0.9788
C 0.390 2.658 0.906 -0.4472
O 0.052 0.449 2.407 -0.2461
O 2.460 1.289 1.916 -0.6750
H -0.909 -1.551 -2.036 0.0234
H 0.886 -1.721 -1.677 0.3277
H 0.263 -0.215 -2.284 0.4385
H -0.731 0.643 -0.619 0.5939
H -0.763 -0.909 0.278 0.1972
H -0.685 2.592 0.737 -0.0743
H 1.017 2.766 0.021 0.5226
H 0.608 3.417 1.657 0.0387
C 5.447 -5.567 0.575 -1.2591
C 4.891 -5.188 -0.855 0.2356
O 5.785 -4.223 -1.437 -0.3745
S 5.546 -3.767 -3.009 1.1343
C 3.751 -3.109 -3.066 -0.9938
O 6.341 -2.613 -3.278 -0.5887
O 5.616 -5.002 -3.829 -0.6294
H 6.437 -6.023 0.540 0.4184
H 4.803 -6.310 1.045 0.2881
H 5.607 -4.734 1.259 0.3239
H 4.804 -6.002 -1.574 0.3864
H 3.870 -4.808 -0.812 -0.0260
H 3.541 -2.450 -2.223 0.3504
H 3.064 -3.948 -3.175 0.2041
H 3.694 -2.459 -3.938 0.5509
C -0.326 -8.198 0.840 -1.3612
C 0.435 -7.676 -0.398 0.0273
O -0.285 -6.519 -0.836 -0.2211
S 0.114 -5.753 -2.252 1.0135
C -0.701 -6.869 -3.466 -0.9125
O -0.618 -4.496 -2.301 -0.5166
O 1.594 -5.700 -2.274 -0.5907
H 0.265 -9.019 1.246 0.4239
H -1.302 -8.611 0.585 0.3925
H -0.361 -7.484 1.662 0.2304
H 1.425 -7.315 -0.120 0.1555
H 0.440 -8.467 -1.148 0.3813
H -1.771 -6.663 -3.497 0.3171
H -0.400 -7.883 -3.200 0.3442
H -0.302 -6.576 -4.437 0.3448
C 2.566 3.851 4.259 -0.3289
C 3.575 4.985 4.011 -0.4712
O 3.763 5.245 2.613 -0.3953
S 2.725 6.315 1.958 1.0556
C 3.095 7.782 2.999 -1.1131
O 3.155 6.592 0.576 -0.6781
O 1.344 5.987 2.298 -0.2486
H 1.537 4.144 4.054 -0.1452
H 2.573 3.383 5.243 0.5121
H 2.709 3.074 3.508 0.0841
H 3.329 5.803 4.688 0.2458
H 4.534 4.604 4.362 0.4334
H 4.175 7.864 3.118 0.4050
H 2.565 7.764 3.951 0.2934
H 2.651 8.617 2.457 0.4087
C -0.240 4.460 -1.891 -0.7776
C -0.900 5.068 -3.160 -0.4903
O -0.049 6.080 -3.609 -0.2565
S -0.538 6.938 -4.963 1.0966
C -1.610 8.277 -4.124 -0.8097
O 0.699 7.554 -5.490 -0.5988
O -1.397 6.092 -5.803 -0.5867
H 0.684 4.021 -2.268 0.3441
H -0.819 3.683 -1.391 0.2030
H 0.047 5.224 -1.168 0.2907
H -0.852 4.304 -3.936 0.2937
H -1.946 5.358 -3.058 0.4355
H -2.313 7.617 -3.616 0.2685
H -2.072 8.848 -4.929 0.3580
H -1.008 8.970 -3.536 0.3013
C -0.219 1.124 5.865 -1.2966
C -1.495 1.504 5.171 0.9451
O -2.395 0.438 5.490 -0.4869
S -3.800 0.207 4.537 1.1293
C -3.105 -0.624 3.132 -0.6028
O -4.635 -0.705 5.305 -0.6728
O -4.336 1.455 4.096 -0.5346
H 0.385 2.028 5.942 0.2065
H 0.362 0.365 5.342 0.2115
H -0.347 0.771 6.889 0.3937
H -1.844 2.427 5.635 0.3375
H -1.367 1.725 4.111 -0.3195
H -3.866 -1.177 2.582 0.5113
H -2.362 -1.380 3.385 0.3359
H -2.646 0.144 2.510 -0.0988
C -1.141 -3.862 -9.648 -1.1304
C -0.679 -4.299 -8.227 -0.2624
O -0.564 -3.144 -7.387 -0.2814
S 0.531 -3.246 -6.145 0.9552
C -0.089 -1.846 -5.087 -0.4415
O 0.329 -4.574 -5.505 -0.5101
O 1.852 -2.866 -6.733 -0.6220
H -0.217 -3.619 -10.173 0.2786
H -1.888 -3.073 -9.559 0.3050
H -1.621 -4.665 -10.207 0.3599
H -1.330 -5.035 -7.755 0.2736
H 0.217 -4.920 -8.236 0.3826
H 0.312 -1.899 -4.074 -0.2543
H -1.178 -1.793 -5.097 0.3987
H 0.316 -0.909 -5.470 0.4905
C -3.614 -2.289 -1.732 -1.0569
C -4.532 -1.096 -1.539 -0.2811
O -3.737 0.069 -1.742 -0.2372
S -4.060 1.420 -0.779 1.2024
C -5.682 1.859 -1.406 -1.2023
O -4.196 1.013 0.611 -0.5356
O -3.117 2.433 -1.249 -0.5383
H -3.165 -2.347 -2.724 0.2085
H -4.179 -3.194 -1.510 0.4386
H -2.809 -2.185 -1.005 0.1018
H -5.385 -1.147 -2.216 0.2716
H -4.788 -1.032 -0.481 0.4237
H -5.725 2.054 -2.478 0.3591
H -5.859 2.681 -0.713 0.4157
H -6.403 1.092 -1.125 0.3888
C -0.343 7.716 4.083 -0.8235
C -1.868 7.417 3.789 -0.6612
O -1.899 6.287 2.942 -0.2422
S -2.157 4.778 3.608 1.3368
C -3.875 5.065 4.160 -1.1135
O -2.112 3.793 2.536 -0.4661
O -1.336 4.634 4.791 -0.6876
H 0.171 6.893 4.580 0.2135
H -0.138 8.619 4.658 0.4712
H 0.075 7.801 3.080 0.0982
H -2.446 7.340 4.711 0.3036
H -2.442 8.221 3.329 0.4460
H -4.322 5.282 3.190 0.3712
H -3.939 5.990 4.733 0.3645
H -4.339 4.159 4.549 0.3201

***

22
Properties=species:S:1:pos:R:3:mulliken_charge:R:1 method="wB97M-V/def2-TZVPD" orbital_gap_ev=9.752 smiles=C[C@@H](CO)NCCN
C 1.811 0.203 0.553 -1.5573
C 0.353 -0.131 0.966 0.9706
C 0.082 0.473 2.321 -1.1325
O 0.347 1.875 2.349 -0.5282
N -0.642 0.393 -0.001 -0.4396
C -1.367 -0.619 -0.822 -0.4371
C -1.012 -0.490 -2.275 -0.8158
N 0.404 -0.679 -2.576 -0.6276
H 2.334 -0.697 0.238 0.3010
H 2.381 0.723 1.306 0.3878
H 1.799 0.880 -0.303 0.3244
H 0.252 -1.212 1.022 0.2465
H -0.938 0.266 2.690 0.3994
H 0.716 0.039 3.098 0.4300
H -0.388 2.342 1.897 0.3480
H -1.343 0.895 0.521 0.2320
H -2.439 -0.422 -0.702 0.3337
H -1.123 -1.609 -0.431 0.2884
H -1.580 -1.182 -2.909 0.3794
H -1.267 0.508 -2.610 0.3819
H 0.911 0.038 -2.068 0.2580
H 0.711 -1.594 -2.267 0.2571

***

53
Properties=species:S:1:pos:R:3:mulliken_charge:R:1 method="wB97M-V/def2-TZVPD" orbital_gap_ev=7.877 charge=+2
Ga 1.159 -0.006 -0.162 -0.4295
O 4.288 4.748 1.612 -0.4738
C 3.597 3.669 1.310 0.8002
C 2.921 2.887 2.279 -0.4834
C 2.237 1.789 1.833 0.4031
N 2.209 1.470 0.545 0.4536
C 2.842 2.176 -0.388 0.5329
C 3.555 3.296 -0.045 -0.6687
C 2.682 1.571 -1.787 0.1653
O 3.202 2.082 -2.731 -0.5464
O 1.961 0.455 -1.789 -0.5390
C 1.481 0.763 2.619 0.6412
O 1.364 0.814 3.858 -0.6321
O 0.976 -0.206 1.958 -0.7373
H 4.292 4.960 2.555 0.3350
H 2.944 3.133 3.332 0.5414
H 4.076 3.875 -0.796 0.6300
O 1.066 -1.526 4.549 0.0421
N 0.397 -0.787 4.133 0.5187
C -4.859 0.291 -2.211 -1.3437
C -5.031 0.216 -0.698 0.7898
C -4.796 -1.199 -0.170 -1.4431
C -4.182 1.270 0.016 -1.1945
N -2.742 1.122 -0.240 0.7270
C -1.892 0.169 0.106 -0.3580
N -0.723 0.487 -0.432 0.4876
N -0.878 1.669 -1.075 0.0235
N -2.085 2.043 -0.967 -0.7812
H -5.533 -0.411 -2.700 0.4172
H -3.841 0.026 -2.514 0.2311
H -5.076 1.289 -2.593 0.3902
H -6.057 0.501 -0.454 0.3455
H -3.868 -1.626 -0.563 0.3005
H -5.597 -1.857 -0.503 0.4159
H -4.778 -1.235 0.923 0.3767
H -4.323 1.251 1.097 0.4175
H -4.417 2.265 -0.355 0.3994
H -2.130 -0.712 0.676 0.6637
C -0.017 -3.710 -1.489 -1.2382
C 0.815 -2.459 -1.615 -0.3025
O 1.197 -1.951 -0.278 0.0058
C 2.327 -2.668 0.325 -0.3785
C 3.625 -1.928 0.102 -0.9677
H -0.380 -3.985 -2.480 0.4289
H -0.882 -3.541 -0.848 0.2641
H 0.551 -4.556 -1.107 0.3790
H 0.261 -1.648 -2.086 0.4111
H 1.736 -2.605 -2.178 0.3048
H 2.343 -3.655 -0.130 0.4636
H 2.079 -2.774 1.378 0.2611
H 3.850 -1.813 -0.958 0.2846
H 4.440 -2.488 0.562 0.4856
H 3.611 -0.941 0.577 0.1801

***

15
Properties=species:S:1:pos:R:3:mulliken_charge:R:1 method="wB97M-V/def2-TZVPD" orbital_gap_ev=9.725
H 2.194 1.106 0.518 0.2554
N 1.415 1.676 0.446 -0.7018
C 0.629 0.713 0.068 0.4319
N 0.973 -0.604 -0.420 -0.0556
N 2.130 -1.386 -0.101 -0.7033
N -0.630 1.273 -0.147 -0.2127
C -2.022 0.860 -0.170 0.0465
N -2.799 -0.249 -0.086 -0.3257
O -1.754 -1.350 0.440 -0.5375
H 0.183 -1.340 -0.915 0.3007
H 2.434 -1.391 0.889 0.2598
H 2.864 -0.884 -0.598 0.2567
H -0.335 2.189 0.055 0.2636
H -2.636 1.368 -0.784 0.3547
H -2.647 -1.981 0.804 0.3672

***

14
Properties=species:S:1:pos:R:3:mulliken_spin:R:1 method="wB97M-V/def2-TZVPD" orbital_gap_ev="8.743 / 6.150" charge=+1 multiplicity=7
O 2.000 -0.449 -0.158 -0.0734
C 0.694 -0.933 -0.473 0.0155
C -0.230 -0.631 0.697 0.0031
O -1.566 -0.456 0.248 -0.0019
C -2.144 0.742 0.024 -0.0062
O -3.347 0.763 -0.130 -0.0041
O -1.435 1.831 0.121 0.0055
H 2.681 -1.064 -0.456 0.0180
H 0.729 -2.014 -0.649 0.0069
H 0.353 -0.470 -1.410 -0.0045
H 0.092 0.214 1.323 -0.0194
H -0.225 -1.478 1.393 0.0005
Tb 2.866 1.902 -0.105 6.1086
H -0.468 2.044 -0.425 -0.0486

***

65
Properties=species:S:1:pos:R:3:mulliken_spin:R:1 method="wB97M-V/def2-TZVPD" orbital_gap_ev="6.848 / 6.862" multiplicity=7
Tb 0.657 -0.560 -0.647 6.0106
Cl 3.960 -2.249 -0.862 -0.0010
C 3.652 -2.530 0.795 0.0023
C 4.741 -2.296 1.643 -0.0009
C 4.539 -2.209 3.009 -0.0007
C 3.288 -2.505 3.573 0.0009
C 2.155 -2.644 2.744 0.0025
Cl 0.623 -2.659 3.485 -0.0003
C 2.378 -2.734 1.327 -0.0048
S 1.114 -3.085 0.275 -0.0114
H 5.750 -2.151 1.297 -0.0002
H 5.337 -1.807 3.680 -0.0001
H 3.064 -2.443 4.656 0.0000
Cl -1.252 -3.660 -2.443 -0.0008
C -0.134 -2.772 -3.407 -0.0062
C 0.538 -1.708 -2.868 -0.0050
C 1.594 -1.032 -3.498 0.0133
Cl 2.503 0.272 -2.699 -0.0002
C 1.897 -1.471 -4.791 -0.0014
Cl 3.185 -0.742 -5.599 -0.0007
C 1.137 -2.498 -5.390 0.0018
Cl 1.463 -2.999 -6.953 0.0002
C 0.023 -3.044 -4.726 -0.0028
Cl -1.155 -4.028 -5.570 -0.0004
C -1.410 2.308 -3.572 0.0001
S -1.185 0.493 -3.195 -0.0031
C -2.915 0.068 -2.935 0.0017
O -0.772 0.605 -1.707 -0.0007
H -2.215 2.686 -2.932 -0.0001
H -1.690 2.440 -4.648 -0.0002
H -0.489 2.845 -3.374 0.0000
H -3.351 0.187 -3.927 0.0001
H -3.372 0.763 -2.168 -0.0002
H -3.047 -0.954 -2.583 -0.0004
C -3.828 3.268 2.418 0.0003
C -3.094 2.014 2.059 -0.0020
C -3.754 0.784 1.864 -0.0020
C -3.064 -0.409 1.514 -0.0081
C -3.788 -1.748 1.298 0.0006
C -1.677 -0.410 1.416 0.0068
C -0.942 0.834 1.505 -0.0032
C -1.703 1.968 1.860 -0.0006
N 0.351 0.843 1.127 0.0032
C 1.274 1.855 1.573 0.0162
C 0.977 3.142 0.778 -0.0016
C 1.258 2.038 3.134 -0.0049
C 2.651 1.267 1.216 -0.0167
H -4.794 3.350 1.943 0.0000
H -3.212 4.138 2.200 0.0000
H -3.992 3.348 3.482 -0.0002
H -4.832 0.803 1.806 0.0000
H -4.346 -1.785 0.370 -0.0001
H -4.474 -1.944 2.170 -0.0002
H -3.080 -2.591 1.285 0.0001
H -1.162 -1.375 1.368 0.0041
H -1.148 2.899 1.989 0.0003
H 0.108 3.591 1.188 0.0002
H 0.817 2.903 -0.275 0.0005
H 1.825 3.859 0.858 -0.0001
H 0.458 2.709 3.430 0.0001
H 2.262 2.327 3.526 0.0002
H 1.074 1.070 3.553 0.0004
H 2.759 1.093 0.124 0.0149
H 2.970 0.351 1.777 0.0014
H 3.496 1.920 1.459 -0.0014

***

16
Properties=species:S:1:pos:R:3:mulliken_spin:R:1 method="wB97M-V/def2-TZVPD" orbital_gap_ev="7.818 / 7.971" charge=-3 multiplicity=2
O 0.639 1.612 -1.410 -0.2164
V 0.532 0.341 -0.412 1.2074
N 1.889 -2.092 -2.086 -0.0001
O 2.955 -2.157 -1.447 0.0026
O 1.140 -1.075 -1.951 0.0003
O 1.535 -3.014 -2.832 0.0006
N -2.705 0.001 -0.147 -0.0005
O -3.684 0.653 -0.554 0.0014
O -1.641 -0.010 -0.843 -0.0035
O -2.727 -0.691 0.878 0.0028
N -0.187 1.797 2.365 0.0005
O -1.158 1.722 3.144 -0.0006
O -0.350 1.604 1.131 0.0019
O 0.922 2.150 2.817 0.0011
F 0.333 -1.289 1.015 -0.0033
F 2.509 0.448 0.332 0.0057

***

18
Properties=species:S:1:pos:R:3:mulliken_charge:R:1 method="wB97M-V/def2-TZVPD" orbital_gap_ev=10.038 smiles=C[C@@H](O)[C@@H](N)CO
C -2.102 0.939 -0.203 -1.4372
C -0.678 1.015 0.371 0.2499
O -0.690 0.447 1.673 -0.5274
C 0.291 0.220 -0.521 0.1594
N 1.619 0.763 -0.499 -0.6712
C 0.251 -1.301 -0.138 -0.5351
O 1.285 -2.029 -0.798 -0.5331
H -2.770 1.548 0.388 0.4220
H -2.137 1.290 -1.233 0.3760
H -2.415 -0.107 -0.149 0.3066
H -0.426 2.078 0.392 0.3021
H -1.333 0.963 2.179 0.3250
H -0.152 0.185 -1.495 0.2686
H 2.241 0.558 -1.261 0.2877
H 2.102 0.805 0.384 0.1777
H -0.692 -1.717 -0.503 0.2577
H 0.389 -1.421 0.936 0.2695
H 1.983 -1.390 -1.000 0.3017